DFT (the ωB97M-V functional and the def2-TZVPD basis) results for C4H5NS in the gas phase in a non-equilibrium geometry.

Properties
Lowest unoccupied orbital energy, eV: 0.43
Gap between HOMO and LUMO, eV: 9.42
HOMO energy, eV: -8.98
SMILES string: CS/C=C/C#N
Energy relative to the best compared isomer or geometry (same formula, charge and spin), eV: 1.164

Each line ends with the Mulliken charge.
CARTESIAN COORDINATES (ANGSTROEM)
C -2.1147 0.5584 0.0122  -0.858
C 0.4526 -0.1667 -0.0891  -0.114
C 1.5516 -0.8933 -0.1196  -0.322
C 2.8214 -0.2858 0.0487  0.244
H -3.1530 0.2150 -0.3062  0.295
H -1.7872 1.3707 -0.6382  0.330
H -2.2640 1.0403 1.0550  0.283
H 0.3222 0.9443 -0.1349  0.272
H 1.4914 -2.0009 -0.0461  0.284
N 3.8666 0.1681 0.1246  -0.380
S -1.1870 -0.9501 0.0936  -0.033